{"formula": "C31H40F2N8O4Tb", "method": "ωB97M-V with the def2-TZVPD basis set", "e_above_lowest_kcal_mol": 10.3, "molar_mass_g_mol": 785.63, "total_charge": 1, "orbital_gap_ev": [6.93, 7.21], "largest_force_ev_per_a": 0.79, "multiplicity": 7, "symbols": ["Tb", "F", "F", "O", "O", "O", "O", "N", "N", "N", "N", "N", "N", "N", "N", "C", "C", "C", "C", "C", "C", "C", "C", "C", "C", "C", "C", "C", "C", "C", "C", "C", "C", "C", "C", "C", "C", "C", "C", "C", "C", "C", "C", "C", "C", "C", "H", "H", "H", "H", "H", "H", "H", "H", "H", "H", "H", "H", "H", "H", "H", "H", "H", "H", "H", "H", "H", "H", "H", "H", "H", "H", "H", "H", "H", "H", "H", "H", "H", "H", "H", "H", "H", "H", "H", "H"], "coordinates": [[-0.35734, 0.50959, -0.19590], [-0.70463, 0.38331, -2.78183], [-0.71552, 2.30347, -1.70721], [1.59897, 2.28353, 0.13905], [0.00606, 3.05794, 3.06580], [-0.75066, 2.16640, 1.16788], [10.06937, -6.12230, -6.97720], [5.48957, -4.39164, -2.77554], [0.97857, -0.07391, 1.86466], [1.97183, -0.30116, -1.56351], [-1.55123, -1.51907, 1.76608], [5.47360, -2.61668, -4.11939], [2.00360, -2.49898, 0.17574], [-0.92809, -1.84435, -1.08252], [-2.88186, 0.70630, 0.54727], [2.88110, 0.82143, -3.50131], [2.02695, 0.72582, -2.39885], [6.01869, -3.79222, -3.88754], [2.82175, -2.50628, -0.89322], [0.86949, 4.59937, 0.27224], [3.68991, -4.66986, -0.23578], [-0.67896, -1.51908, 2.95170], [3.69188, -1.33118, -2.89508], [2.50384, 3.63922, 1.93788], [2.81167, -1.34588, -1.79808], [7.56013, -5.68735, -4.43794], [3.69324, -3.59518, -1.13403], [-1.54756, -2.81143, 1.06940], [8.55694, -6.23265, -5.21463], [-3.18195, 0.35116, 1.93485], [10.67026, -5.42280, -8.05664], [9.09344, -5.50178, -6.27722], [7.60806, -3.68811, -5.75827], [-1.92669, -2.67276, -0.39201], [7.07102, -4.40667, -4.69708], [0.17467, -0.27207, 3.08708], [4.55740, -2.45184, -3.11507], [3.72176, -0.22572, -3.75472], [4.54400, -3.52735, -2.27198], [8.61306, -4.22156, -6.54915], [-1.67879, 1.25660, -2.16124], [0.10268, 2.84540, 1.87681], [-2.93077, -1.13156, 2.10176], [1.29625, 3.37116, 1.06272], [2.86434, -4.63474, 0.85318], [2.04127, -3.51770, 1.01264], [-3.18632, -1.45748, 3.11742], [8.93992, -7.22406, -5.02271], [1.34794, 1.54835, -2.21590], [-3.60745, -1.66571, 1.43105], [2.30681, 2.57414, -0.44925], [1.60638, 0.71733, 1.99299], [9.00973, -3.63786, -7.36363], [-2.85196, 1.71855, 0.44206], [-2.20889, -3.54007, 1.55958], [-0.53795, -3.22087, 1.11134], [-3.59551, 0.36776, -0.09286], [-1.20150, -1.67903, -2.04782], [2.23691, 4.32588, 2.73768], [2.85166, 1.70220, -4.12602], [5.76614, -5.28298, -2.40338], [-2.01049, -3.66939, -0.83741], [1.39036, -3.46299, 1.87534], [0.61986, 5.41222, 0.95323], [-0.03839, -2.33960, -1.11125], [2.86990, 2.71976, 2.39556], [11.42463, -6.09134, -8.46150], [2.84196, -5.43595, 1.57661], [-2.53110, 0.94617, 2.57650], [3.31066, 4.07999, 1.34982], [11.14710, -4.50379, -7.71009], [7.23130, -2.69673, -5.96144], [-2.89767, -2.18871, -0.50531], [9.93545, -5.19113, -8.83006], [0.81156, -0.37776, 3.97191], [-4.21458, 0.57708, 2.21994], [4.34542, -5.51558, -0.39818], [-2.17365, 1.74786, -3.00613], [0.00556, 4.37597, -0.35042], [4.40656, -0.23569, -4.59089], [1.57900, -0.87839, 1.68417], [1.69119, 4.93922, -0.36244], [-0.43272, 0.62192, 3.23491], [-1.26481, -1.64931, 3.86929], [-0.02079, -2.38733, 2.89200], [7.16418, -6.28568, -3.62617]], "forces_ev_per_a": [[-0.3, -0.6, 0.4], [0.0, -0.1, -0.5], [-0.1, 0.3, -0.3], [-0.1, -0.1, 0.0], [0.1, 0.1, 0.1], [0.1, 0.4, 0.5], [-0.1, 0.0, 0.1], [-0.1, 0.1, 0.1], [0.2, 0.0, 0.0], [-0.1, 0.0, -0.1], [0.1, 0.0, 0.0], [0.0, -0.1, 0.1], [0.0, 0.0, 0.1], [0.0, 0.1, -0.1], [0.1, 0.2, -0.1], [0.0, -0.1, 0.1], [0.1, 0.0, 0.0], [0.1, 0.0, -0.2], [0.0, 0.1, -0.1], [0.0, 0.0, 0.0], [0.0, 0.0, 0.0], [0.0, 0.0, 0.0], [0.1, -0.1, -0.1], [0.0, 0.0, 0.0], [0.0, 0.0, 0.0], [0.0, -0.1, 0.0], [0.1, 0.0, -0.1], [0.0, 0.0, 0.0], [0.0, 0.1, 0.0], [0.0, 0.1, 0.0], [0.0, 0.0, 0.0], [0.1, 0.0, -0.1], [0.1, -0.1, 0.0], [0.0, 0.0, -0.1], [-0.1, 0.1, 0.0], [0.0, 0.1, 0.0], [0.0, 0.1, -0.1], [-0.1, 0.0, 0.0], [0.0, -0.1, 0.1], [0.0, -0.1, 0.1], [0.1, 0.0, -0.1], [-0.3, -0.1, -0.2], [-0.1, 0.0, 0.0], [0.1, 0.0, 0.0], [-0.1, 0.1, 0.0], [0.1, -0.1, 0.0], [0.0, 0.0, 0.0], [0.0, 0.0, 0.0], [0.0, 0.0, 0.0], [0.0, 0.0, 0.0], [0.0, -0.1, 0.0], [-0.1, -0.1, 0.0], [0.0, 0.0, -0.1], [-0.1, -0.1, 0.0], [0.0, 0.0, 0.0], [-0.1, 0.0, 0.0], [0.1, 0.0, 0.0], [0.0, 0.0, 0.1], [0.0, 0.0, 0.0], [0.0, 0.0, 0.0], [0.0, 0.0, 0.0], [0.0, 0.0, 0.0], [0.0, 0.0, 0.1], [0.0, 0.0, 0.0], [0.0, 0.1, 0.0], [0.0, 0.0, 0.0], [0.0, 0.0, 0.0], [0.0, 0.0, 0.0], [0.0, 0.0, 0.0], [0.0, 0.0, 0.0], [0.0, 0.0, 0.0], [0.0, 0.0, 0.0], [0.0, 0.0, 0.0], [0.0, 0.0, 0.0], [0.0, 0.0, 0.0], [0.0, 0.0, 0.0], [0.0, 0.0, 0.0], [0.1, -0.1, 0.1], [0.0, 0.0, 0.0], [0.0, 0.0, 0.0], [-0.1, 0.0, -0.1], [0.0, 0.0, 0.0], [0.0, -0.1, 0.0], [0.0, 0.0, 0.0], [0.0, 0.0, 0.0], [0.0, 0.0, 0.0]]}